No. 1
The following is a quantum chemistry calculation of an isolated molecule of C6H10 in a non-equilibrium geometry, from the Open Molecules 2025 dataset.

SMILES   C[C@@H]1C=C[C@H]1C
Gap between HOMO and LUMO   9.1703 eV
Maximum force   3.070 eV/A
Total energy   -234.42035 Ha

Atoms and positions in Å:
1 C 2.09 -0.41 0.05
2 C 0.70 0.09 -0.39
3 C 0.30 1.44 0.18
4 C -0.69 0.96 0.93
5 C -0.60 -0.41 0.44
6 C -2.16 -0.45 -0.47
7 H 2.22 -0.33 1.13
8 H 2.88 0.21 -0.40
9 H 2.29 -1.44 -0.26
10 H 0.61 -0.01 -1.48
11 H 0.66 2.44 0.03
12 H -1.50 1.31 1.55
13 H -0.33 -1.24 1.12
14 H -1.32 -1.18 -0.59
15 H -2.99 -1.17 -0.48
16 H -2.15 0.18 -1.36

***

No. 2
The following is a quantum chemistry calculation of an isolated molecule of C6H10 in a non-equilibrium geometry, from the Open Molecules 2025 dataset.

SMILES   C=CC/C=C/C
Gap between HOMO and LUMO   10.3966 eV
Maximum force   1.440 eV/A
Total energy   -234.55578 Ha

Atoms and positions in Å:
1 C 1.23 2.11 -1.16
2 C 1.04 1.94 0.14
3 C -0.08 1.13 0.73
4 C 0.08 -0.35 0.47
5 C -0.96 -1.15 0.24
6 C -0.91 -2.61 -0.11
7 H 2.15 2.55 -1.51
8 H 0.42 1.79 -1.80
9 H 1.83 2.26 0.81
10 H -1.09 1.39 0.38
11 H -0.08 1.30 1.81
12 H 1.04 -0.70 0.11
13 H -1.95 -0.75 0.42
14 H -1.56 -3.14 0.57
15 H 0.09 -3.02 0.04
16 H -1.23 -2.75 -1.14

***

no.,highest occupied orbital energy (hartree)
1,-0.2951
2,-0.3356